{
  "formula": "C10H17N",
  "method": "the ωB97M-V functional and the def2-TZVPD basis",
  "mol_weight_g_mol": 151.25,
  "e_above_lowest_ev": 7.861,
  "smiles": "CC(C)(C)C.c1ccncc1",
  "homo_ev": -8.8,
  "homo_lumo_gap_ev": 9.52,
  "species": ["C", "C", "C", "C", "C", "H", "H", "H", "H", "H", "H", "H", "H", "H", "H", "H", "H", "C", "C", "C", "N", "C", "C", "H", "H", "H", "H", "H"],
  "coordinates": [[1.150604, 1.169964, -0.457372], [1.788245, -0.036413, 0.126128], [2.918910, -0.539734, -0.602188], [0.842918, -1.139342, 0.210982], [2.489953, 0.540143, 1.470266], [1.679755, 2.187895, -0.369056], [1.044294, 0.946691, -1.672192], [0.003463, 1.415438, -0.224769], [3.244654, -1.743441, -0.514220], [2.638206, -0.414741, -1.895669], [3.876011, 0.186002, -0.423529], [1.340501, -1.995059, 0.726052], [0.516452, -1.578017, -0.757797], [0.251875, -0.868368, 1.136232], [1.621809, 0.684060, 2.357785], [3.373284, -0.093749, 1.818396], [2.704948, 1.707519, 0.954421], [-2.151161, 1.336861, 0.120116], [-2.664293, 0.290649, 0.872504], [-2.305193, -1.048166, 0.633134], [-1.566210, -1.376890, -0.409523], [-1.060882, -0.373076, -1.137101], [-1.282790, 0.989459, -0.918307], [-2.420958, 2.385035, 0.316886], [-3.317622, 0.404221, 1.780394], [-2.700520, -1.831507, 1.262573], [-0.426343, -0.641502, -1.971514], [-0.824196, 1.745683, -1.566306]],
  "forces_ev_per_angstrom": [[-1.4, 2.5, -3.9], [1.4, 1.6, 2.6], [4.7, -0.7, -5.9], [0.7, -2.5, 3.8], [-2.5, 2.0, 0.2], [-0.3, -1.7, -0.2], [0.4, 0.8, 2.8], [4.5, -0.6, 1.1], [-1.0, 3.5, 0.2], [1.1, -0.5, 3.6], [-2.0, -2.0, -0.8], [0.4, 0.2, -0.6], [0.3, 0.6, 1.5], [-1.1, -0.3, -1.8], [2.5, -0.3, -2.2], [-1.2, 1.2, -0.4], [0.4, -3.5, 2.6], [-0.6, -0.1, -0.1], [-0.5, -0.5, 1.9], [-0.5, 1.3, -0.8], [-0.7, 0.4, -0.7], [-1.9, 0.3, -0.8], [-2.5, -0.5, -0.8], [0.2, -0.6, 0.0], [0.6, 0.5, -1.1], [0.0, -0.2, 0.0], [-0.2, -0.1, -0.1], [-0.9, -0.5, -0.1]]
}